[1]
The following is a quantum chemistry calculation of a cluster of 4 separate species, C18H34BN4O in total, from the Open Molecules 2025 dataset.

Structure (ORCA input):
```
! RIJCOSX wB97M-V def2-TZVPD def2/J DEFGRID3
* xyz 1 1
H -4.04 -0.23 -1.83
H 4.08 3.50 -1.71
H 2.02 3.91 -0.41
C 0.71 4.39 -2.05
H -4.14 0.79 1.95
H 2.38 -2.73 2.27
N -0.36 1.66 0.43
N 2.22 -0.17 1.16
C -6.15 2.08 0.74
C -5.82 -0.56 2.14
H 3.72 0.77 2.40
C 2.00 -1.36 0.73
H -6.05 -0.59 1.07
H -2.02 -0.22 -3.29
H 4.18 -5.62 0.39
N -6.28 2.14 -0.40
H -2.28 1.36 -2.59
H 1.26 -1.53 -0.04
H -6.76 -0.65 2.69
H -5.36 2.89 2.48
C -5.90 1.99 2.18
H 4.75 -1.77 2.54
H -5.21 -1.43 2.37
C 3.19 3.61 -3.58
H 0.57 4.13 -3.10
H -6.85 1.99 2.71
C -2.02 0.33 -2.35
H 3.36 -5.19 1.89
H 1.73 -5.24 -0.71
H 3.43 5.08 -2.12
C 1.92 3.66 -1.47
H 1.18 -5.43 0.94
H -3.10 0.33 -0.47
B 3.39 -3.55 0.42
H 0.12 0.71 -2.51
H 2.66 -0.43 3.16
C 4.04 -1.39 1.81
C -5.09 0.73 2.50
H 0.84 5.47 -1.99
H -0.19 4.13 -1.51
H 4.20 -3.70 -1.38
C 3.23 -0.19 2.26
N 3.15 3.23 -4.66
H -0.30 -0.74 -1.59
C -0.47 1.05 -0.54
C 3.34 -5.06 0.80
C 3.23 4.01 -2.18
H 1.74 0.66 0.82
H 4.57 -1.12 0.89
C -0.59 0.29 -1.79
H -4.84 0.72 3.56
H 1.76 2.58 -1.54
H -2.82 -1.29 -1.13
C 2.00 -5.64 0.27
O 3.79 -3.06 -0.79
C -3.05 -0.25 -1.39
H 2.07 -6.72 0.16
C 2.90 -2.36 1.37
*
```

Computed properties:
* DFT total energy: -27896.4957 eV
* orbital gap: 9.35 eV


[2]
The following is a quantum chemistry calculation of a structure of composition C47H50FGe2N3O9PbSe, from the Open Molecules 2025 dataset.

Structure (ORCA input):
```
! RIJCOSX wB97M-V def2-TZVPD def2/J DEFGRID3
* xyz 0 1
C 1.77 -2.99 -1.70
O 2.87 3.06 -3.24
Ge 1.80 2.77 -0.36
C 4.11 -2.37 2.71
C -4.51 -4.47 -3.09
F 3.01 -0.51 3.64
H 1.18 5.15 -0.91
H 1.16 1.88 6.23
H 5.29 -4.75 2.84
N -2.84 0.48 -2.53
H -2.77 4.75 -1.18
H -2.52 0.57 4.46
H 4.51 2.92 1.21
H 3.49 5.02 1.13
H 4.30 -5.85 -1.17
H -4.16 0.71 0.54
H 3.56 1.62 1.89
C -2.98 -0.17 3.81
C -3.68 3.87 -3.66
C 1.84 -1.86 -0.84
C -2.80 -1.53 -1.53
C -1.84 -1.28 -0.57
C 2.69 -3.99 -1.51
H 2.66 6.47 0.59
N 3.58 -4.04 -0.51
H 1.35 1.37 3.83
C 5.27 -4.41 1.81
O -1.40 -0.02 -0.29
H 3.22 0.71 -0.50
O 0.70 1.88 -4.39
H 4.06 2.12 -1.12
C -1.58 -3.65 -0.19
C -5.09 2.31 -4.85
O -2.15 2.96 -2.01
C 2.44 -1.15 1.45
C 4.90 -5.55 0.87
H -5.86 2.12 -5.59
C -2.91 -5.27 -1.49
O 1.24 -0.76 -0.98
H 1.74 -0.34 1.36
H -3.35 4.88 -3.50
H -2.41 3.28 3.13
C 0.75 2.55 1.27
H -1.13 -0.87 2.92
C -3.09 2.82 -2.97
Se 1.27 3.01 -3.37
C 3.51 -3.11 0.51
C -0.35 2.03 1.84
H -4.12 -6.55 -2.69
C 4.66 -5.03 -0.54
H -4.68 -2.36 -3.31
C 0.73 -3.26 -2.78
C 2.62 -2.05 0.39
H -1.16 4.12 -0.71
H -5.10 4.43 -5.15
C 3.18 -1.34 2.59
H 6.72 -5.15 -1.19
C -1.24 -2.37 0.10
C -2.56 -3.94 -1.16
H -0.48 -2.15 0.84
C 0.49 1.92 4.20
H -5.28 2.90 0.91
C -4.19 -3.17 -2.80
Pb -0.13 0.04 -2.82
C 5.90 -4.43 -1.19
H 6.28 -4.04 1.58
O 0.51 4.42 -3.44
H 1.81 5.28 1.57
H -3.96 0.20 3.52
H -1.37 4.86 -2.32
C -2.12 -0.51 2.60
H -0.82 3.10 7.09
H 4.67 -2.47 3.63
C 2.54 5.40 0.76
C -3.52 1.51 -3.22
O 0.79 2.26 -1.82
H -4.60 2.35 2.43
C 2.10 4.70 -0.52
H -2.59 -1.33 2.06
H -2.39 -6.08 -0.99
H 6.23 -3.53 -0.67
O 0.59 -4.43 -3.10
C 4.19 1.90 1.04
H 5.07 1.26 1.08
H -3.15 -1.07 4.42
H -3.37 1.98 -0.36
C -1.85 4.26 -1.54
H -4.81 0.24 -4.33
Ge -1.85 0.89 1.25
C -0.73 2.87 6.03
C -3.20 -2.88 -1.83
C -0.50 2.31 3.30
H 5.69 -4.15 -2.23
O 0.06 -2.27 -3.23
H 5.69 -6.30 0.85
H 3.99 -6.03 1.22
C -1.73 3.26 5.15
C -4.35 2.68 1.42
C -4.67 3.61 -4.60
H 1.33 3.11 2.00
H 2.68 -4.83 -2.20
H 2.85 4.81 -1.31
H -3.80 3.62 1.50
C 3.46 1.75 -0.29
H -2.61 3.79 5.52
H -1.08 -4.47 0.31
C 4.29 -3.27 1.68
C -4.52 1.26 -4.15
N -3.52 -0.52 -2.23
C -1.62 2.97 3.80
C 0.38 2.19 5.55
H -5.26 -4.68 -3.83
C -3.86 -5.53 -2.43
C -3.57 1.63 0.65
*
```

Computed properties:
* relative energy (zero: lowest compared OMol25 entry of this formula, charge and spin): 0.000 eV
* DFT total energy: -258791.4278 eV
* orbital gap: 7.58 eV


Quick rundown of HOMO energy, same order as above: -13.301, -8.055 eV